[1]
A molecular structure, C46H51N8O4PS3Tl at a distorted geometry, computed with ωB97M-V/def2-TZVPD.

Element x y z (Å)
Tl 4.92 -19.66 -13.16
O 8.54 -25.28 -17.82
N 7.29 -25.12 -17.90
O 6.57 -25.97 -18.55
C 6.63 -24.12 -17.24
C 5.28 -24.04 -17.50
C 4.49 -22.97 -17.01
C 3.09 -22.88 -17.29
C 2.39 -21.81 -16.82
C 3.06 -20.88 -16.04
N 4.35 -20.99 -15.67
C 5.04 -22.00 -16.17
C 6.48 -22.08 -15.84
N 6.98 -21.12 -15.04
C 8.25 -21.20 -14.71
C 9.08 -22.22 -15.15
C 8.59 -23.16 -15.99
C 7.25 -23.11 -16.38
H 4.82 -24.73 -18.17
H 2.60 -23.67 -17.83
H 1.33 -21.67 -17.00
H 2.50 -19.98 -15.72
H 8.65 -20.40 -14.10
H 10.11 -22.15 -14.89
H 9.24 -23.93 -16.45
C -0.80 -21.10 -8.66
C -1.51 -20.66 -9.90
C -2.90 -20.54 -9.96
C -3.54 -20.14 -11.12
C -2.83 -19.90 -12.29
C -1.44 -20.05 -12.24
C -0.79 -20.38 -11.06
N 0.61 -20.51 -10.98
C 1.64 -19.81 -11.60
N 1.28 -18.59 -12.12
C 1.94 -17.72 -13.14
C 3.23 -17.89 -13.65
C 3.67 -16.89 -14.44
C 2.80 -15.91 -14.92
C 1.55 -15.82 -14.40
C 1.11 -16.60 -13.33
C -0.14 -16.07 -12.59
N 2.84 -20.26 -11.56
C 2.99 -21.51 -10.88
C 3.35 -21.49 -9.53
C 3.56 -22.68 -8.86
C 3.38 -23.86 -9.53
C 2.99 -23.87 -10.86
C 2.85 -22.72 -11.59
C 2.59 -22.76 -13.05
H -1.49 -21.27 -7.84
H -0.05 -20.36 -8.35
H -0.18 -21.99 -8.84
H -3.52 -20.70 -9.09
H -4.62 -20.14 -11.14
H -3.34 -19.64 -13.21
H -0.83 -19.90 -13.15
H 0.88 -21.34 -10.51
H 0.33 -18.38 -11.94
H 5.01 -16.11 -14.10
H 3.09 -15.16 -15.67
H 0.90 -14.97 -14.76
H -0.52 -15.18 -13.02
H 0.10 -15.89 -11.54
H -0.99 -16.78 -12.60
H 3.54 -20.54 -9.04
H 3.81 -22.72 -7.81
H 3.45 -24.84 -9.04
H 2.79 -24.81 -11.36
H 1.75 -23.39 -13.28
H 3.48 -23.15 -13.55
H 2.35 -21.77 -13.49
C 5.14 -16.92 -15.06
H 4.89 -16.30 -15.88
H 5.42 -17.91 -15.27
C 8.37 -14.36 -9.16
C 9.05 -15.71 -9.00
C 8.18 -16.77 -8.36
O 9.68 -16.18 -10.25
P 9.02 -15.98 -11.76
S 9.46 -14.17 -12.44
S 7.18 -16.70 -11.78
O 10.07 -16.98 -12.56
C 10.60 -18.23 -12.19
C 11.93 -17.97 -11.46
C 9.63 -19.17 -11.51
H 8.11 -13.92 -8.19
H 7.45 -14.44 -9.74
H 9.01 -13.68 -9.72
H 9.93 -15.61 -8.32
H 7.31 -16.96 -8.98
H 7.85 -16.47 -7.35
H 8.75 -17.69 -8.27
H 10.93 -18.68 -13.13
H 11.78 -17.37 -10.54
H 12.58 -17.39 -12.14
H 12.44 -18.91 -11.28
H 9.33 -18.79 -10.53
H 10.16 -20.11 -11.33
H 8.69 -19.29 -12.06
C 6.76 -21.17 -10.14
C 6.93 -22.61 -10.45
N 6.83 -23.16 -11.64
C 7.13 -24.50 -11.49
C 7.46 -24.77 -10.22
N 7.34 -23.56 -9.57
H 6.38 -20.70 -11.02
H 7.74 -20.72 -9.89
H 6.05 -21.01 -9.33
H 7.14 -25.18 -12.31
H 7.81 -25.61 -9.63
H 7.74 -23.34 -8.67
S 3.57 -17.16 -9.42
C 2.29 -16.40 -9.70

## Properties
- orbital gap (spin up / spin down) (eV) = 4.433 / 5.769
- charge = -2
- 2S+1 = 2

Here are the Mulliken charges for atoms 1 to 2, given in e: number 1, Tl, carries 1.51; number 2, O, carries -0.80

=====

[2]
A molecular structure, C46H52AsCoN6O4PS3, computed with ωB97M-V/def2-TZVPD.

Element x y z (Å)
Co -0.50 -1.37 -0.90
C -4.57 -0.39 -0.44
C -3.11 -0.26 -0.78
N -2.23 -0.95 -0.15
N -2.68 -1.68 0.96
C -1.98 -2.72 1.22
S -0.64 -3.34 0.34
S -2.45 -3.71 2.63
C -3.45 -2.55 3.61
C -2.76 -2.21 4.91
C -3.24 -2.70 6.12
C -2.58 -2.41 7.31
C -1.43 -1.63 7.29
C -0.94 -1.15 6.08
C -1.61 -1.43 4.90
C -2.72 0.67 -1.85
C -3.72 1.31 -2.59
C -3.45 2.24 -3.57
C -2.11 2.57 -3.83
C -1.10 1.96 -3.12
C -1.36 0.98 -2.13
O -0.37 0.47 -1.48
H -4.70 -1.02 0.42
H -5.06 -0.85 -1.30
H -5.03 0.59 -0.26
H -4.43 -3.00 3.79
H -3.56 -1.69 2.96
H -4.13 -3.32 6.13
H -2.96 -2.80 8.25
H -0.91 -1.41 8.21
H -0.04 -0.55 6.05
H -1.20 -1.09 3.95
H -4.76 1.07 -2.39
H -4.25 2.71 -4.12
H -1.87 3.30 -4.59
H -0.06 2.21 -3.30
S 1.27 -0.29 1.91
C 1.19 0.81 3.26
C 2.20 0.84 4.25
C 2.17 1.73 5.31
C 1.12 2.64 5.44
C 0.12 2.64 4.48
C 0.13 1.74 3.41
As -1.23 1.60 2.02
C -0.46 2.92 0.78
C 0.88 3.30 0.84
C 1.38 4.27 -0.03
C 0.55 4.85 -0.98
C -0.78 4.45 -1.07
C -1.27 3.49 -0.20
C -2.60 2.85 2.78
C -3.76 2.25 3.27
C -4.78 3.01 3.82
C -4.67 4.39 3.87
C -3.53 5.00 3.37
C -2.50 4.24 2.83
H 3.02 0.12 4.16
H 2.97 1.71 6.05
H 1.09 3.34 6.27
H -0.71 3.33 4.60
H 1.53 2.85 1.58
H 2.42 4.57 0.05
H 0.94 5.60 -1.66
H -1.43 4.88 -1.82
H -2.31 3.18 -0.28
H -3.85 1.17 3.22
H -5.67 2.52 4.20
H -5.47 4.99 4.30
H -3.43 6.08 3.41
H -1.62 4.73 2.43
O 1.45 -1.70 -1.39
P 2.60 -1.71 -2.31
N 3.35 -0.25 -2.42
C 2.65 0.98 -1.93
C 3.47 2.10 -2.57
C 3.96 1.50 -3.89
C 4.31 0.06 -3.49
N 2.28 -2.12 -3.90
C 1.25 -1.23 -4.52
C 0.77 -2.01 -5.75
C 1.22 -3.47 -5.53
C 1.75 -3.50 -4.09
N 3.65 -2.88 -1.83
C 4.85 -3.30 -2.55
C 5.42 -4.42 -1.67
C 4.20 -4.95 -0.92
C 3.41 -3.68 -0.62
H 2.64 1.01 -0.84
H 1.61 1.00 -2.26
H 4.33 2.35 -1.93
H 2.88 3.00 -2.71
H 4.82 2.02 -4.31
H 3.15 1.50 -4.62
H 5.34 0.02 -3.12
H 4.22 -0.64 -4.32
H 1.69 -0.26 -4.78
H 0.42 -1.06 -3.84
H 1.21 -1.61 -6.67
H -0.32 -1.93 -5.84
H 2.03 -3.72 -6.23
H 0.41 -4.19 -5.66
H 2.55 -4.24 -3.95
H 0.93 -3.70 -3.41
H 5.56 -2.48 -2.68
H 4.59 -3.67 -3.55
H 6.13 -4.00 -0.95
H 5.94 -5.17 -2.26
H 4.46 -5.50 -0.02
H 3.61 -5.61 -1.57
H 3.81 -3.19 0.27
H 2.35 -3.84 -0.46
O -3.03 -2.42 -2.86
N -1.98 -2.53 -3.47
O -0.93 -2.19 -2.83

## Properties
- orbital gap (spin up / spin down) (eV) = 5.586 / 5.582
- charge = -2
- 2S+1 = 2

Here are the Mulliken charges for atoms 1 to 2, given in e: number 1, Co, carries -0.29; number 2, C, carries -2.28

=====

[3]
A molecular structure, C46H52BF2Ge2N7OS3Sr at a distorted geometry, computed with ωB97M-V/def2-TZVPD.

Element x y z (Å)
Sr 0.82 0.06 -0.40
F 6.58 -1.27 0.04
C 5.65 -0.39 -0.42
C 4.32 -0.58 -0.11
C 3.35 0.33 -0.53
C 3.78 1.43 -1.30
C 5.13 1.54 -1.64
F 5.56 2.53 -2.47
C 6.09 0.65 -1.20
C 2.80 2.46 -1.70
C 3.13 3.82 -1.79
C 2.15 4.73 -2.14
C 0.86 4.29 -2.40
C 0.61 2.94 -2.27
N 1.54 2.04 -1.93
H 4.05 -1.47 0.46
H 7.13 0.76 -1.48
H 4.13 4.14 -1.58
H 2.39 5.79 -2.21
H 0.07 4.97 -2.67
H -0.39 2.54 -2.47
C 1.38 2.48 -5.32
N 1.82 1.13 -5.07
C 3.15 0.72 -5.06
C 3.13 -0.63 -5.04
N 1.81 -1.05 -5.06
B 1.41 -2.53 -5.34
N 0.44 -3.12 -4.27
C -0.70 -3.82 -4.61
C -1.14 -4.49 -3.52
N -0.25 -4.19 -2.50
C -0.26 -4.74 -1.17
C 0.71 -3.34 -2.97
S 2.00 -2.76 -2.02
C 1.00 0.03 -5.03
S -0.70 0.08 -4.95
H 1.43 2.70 -6.39
H 2.01 3.18 -4.78
H 0.35 2.56 -5.00
H 3.97 1.42 -5.04
H 3.94 -1.34 -5.02
H 0.83 -2.58 -6.40
H 2.43 -3.18 -5.32
H -1.11 -3.76 -5.60
H -1.99 -5.12 -3.38
H -1.03 -5.51 -1.11
H -0.47 -3.97 -0.43
H 0.72 -5.15 -0.94
C -0.64 5.85 2.01
C -1.57 4.72 2.47
N -0.90 3.59 3.11
C -0.76 3.63 4.56
C 0.57 4.21 5.04
C -0.29 2.59 2.39
S -0.34 2.61 0.69
N 0.34 1.68 3.17
C 0.71 0.47 2.82
O 0.40 -0.17 1.77
C 1.57 -0.24 3.83
C 2.31 -1.35 3.43
C 3.09 -2.05 4.35
C 3.11 -1.65 5.68
C 2.38 -0.55 6.08
C 1.61 0.16 5.16
H -1.21 6.65 1.55
H 0.07 5.47 1.28
H -0.08 6.26 2.86
H -2.12 4.34 1.61
H -2.29 5.11 3.18
H -0.85 2.61 4.94
H -1.59 4.22 4.95
H 1.39 3.62 4.61
H 0.64 4.16 6.13
H 0.69 5.25 4.73
H 2.28 -1.65 2.39
H 3.66 -2.91 4.03
H 3.70 -2.21 6.40
H 2.39 -0.24 7.12
H 1.04 1.02 5.47
C -0.74 -4.42 2.08
Ge -1.98 -2.88 2.24
C -1.49 -2.04 3.96
C -3.75 -3.71 2.59
Ge -1.80 -1.32 0.28
C -3.03 0.17 0.75
C -3.71 0.20 1.96
C -4.57 1.24 2.29
C -4.76 2.28 1.39
C -4.10 2.27 0.17
C -3.24 1.23 -0.15
C -2.86 -2.09 -1.23
C -3.63 -3.24 -1.06
C -4.45 -3.70 -2.07
C -4.50 -3.03 -3.29
C -3.70 -1.91 -3.49
C -2.88 -1.45 -2.47
H -0.60 -4.86 3.07
H 0.23 -4.11 1.70
H -1.15 -5.19 1.42
H -1.75 -2.73 4.77
H -2.01 -1.09 4.13
H -0.42 -1.85 3.99
H -3.69 -4.18 3.58
H -3.99 -4.47 1.85
H -4.56 -2.97 2.60
H -3.57 -0.61 2.68
H -5.09 1.24 3.24
H -5.43 3.10 1.64
H -4.25 3.07 -0.54
H -2.73 1.24 -1.10
H -3.60 -3.77 -0.11
H -5.06 -4.59 -1.92
H -5.15 -3.38 -4.08
H -3.71 -1.40 -4.44
H -2.24 -0.59 -2.66

## Properties
- orbital gap (spin up / spin down) (eV) = 6.688 / 4.729
- charge = -1
- 2S+1 = 2

Here are the Mulliken charges for atoms 1 to 2, given in e: number 1, Sr, carries 0.63; number 2, F, carries -0.38